# C24H34ClF2N2O5P

A 3-piece molecular cluster, C24H34ClF2N2O5P overall in a non-equilibrium geometry (ωB97M-V/def2-TZVPD, the OMol25 dataset).

- Charge: 0
- E_LUMO: -0.10 eV
- Strongest force on any atom: 2.4 eV/Å
- SMILES: C[C@H](Cl)C[C@@]1(C(=O)[O-])OC[C@@H](CCCN)[N@@H+](C)[C@H]1P(O)O.Fc1ccccc1.Fc1ccccc1

Geometry (Å):
1 C -4.77093 -0.16200 -0.87286
2 C -4.01913 0.38899 0.34819
3 Cl -3.54204 2.09868 0.12553
4 C -2.89320 -0.51606 0.86610
5 C -1.51741 -0.40016 0.19863
6 C -1.59858 -0.17649 -1.34216
7 O -1.06984 0.84292 -1.81519
8 O -2.17065 -1.12948 -1.96167
9 O -0.81220 0.73515 0.72907
10 C -0.29849 0.53248 2.01051
11 C 0.71855 -0.59180 2.00980
12 C 1.57731 -0.71496 3.25313
13 C 2.47594 0.50259 3.48539
14 C 3.39440 0.79918 2.30044
15 N 4.00716 -0.43005 1.75262
16 N -0.03256 -1.85093 1.67454
17 C -0.97270 -2.32260 2.73369
18 C -0.63544 -1.65073 0.30572
19 P -1.46396 -3.22163 -0.31494
20 O -0.82141 -3.40909 -1.78497
21 O -0.67497 -4.42896 0.53378
22 H -4.47507 0.32318 -1.78650
23 H -5.84091 -0.13618 -0.69469
24 H -4.50573 -1.21154 -0.94907
25 H -4.75540 0.41290 1.14445
26 H -3.27063 -1.53237 0.78246
27 H -2.82212 -0.32939 1.93892
28 H 0.23925 1.43774 2.27440
29 H -1.05855 0.39667 2.78691
30 H 1.37614 -0.42634 1.16317
31 H 2.22354 -1.58736 3.17194
32 H 0.92749 -0.82020 4.12241
33 H 1.82515 1.35012 3.68586
34 H 3.05412 0.31272 4.38525
35 H 4.15634 1.51957 2.58303
36 H 2.78777 1.28014 1.53041
37 H 4.98878 -0.22639 1.61090
38 H 3.59657 -0.60561 0.84715
39 H 0.67099 -2.57972 1.57775
40 H -1.00853 -1.62026 3.55381
41 H -0.59859 -3.25040 3.14523
42 H -1.97257 -2.49790 2.36550
43 H 0.20817 -1.46373 -0.36384
44 H -1.54925 -3.68635 -2.34915
45 H 0.23220 -4.47873 0.19433
46 F -5.80309 -0.58335 -3.42832
47 C -6.47378 0.41329 -4.02975
48 C -7.77222 0.68004 -3.64348
49 C -8.45802 1.71369 -4.26409
50 C -7.84381 2.45688 -5.26238
51 C -6.53843 2.16971 -5.63792
52 C -5.84269 1.14398 -5.01604
53 H -8.23451 0.08387 -2.86785
54 H -9.47361 1.93906 -3.96753
55 H -8.38263 3.26041 -5.74674
56 H -6.05936 2.74640 -6.41747
57 H -4.82169 0.90946 -5.28628
58 F 6.59984 0.05991 0.77971
59 C 7.74186 0.76812 0.58094
60 C 8.19488 1.59944 1.58273
61 C 9.36321 2.31773 1.37711
62 C 10.05028 2.20079 0.17704
63 C 9.57203 1.36040 -0.81857
64 C 8.40953 0.63173 -0.61659
65 H 7.63980 1.68123 2.50814
66 H 9.73675 2.96947 2.15483
67 H 10.95899 2.76528 0.01828
68 H 10.10427 1.27149 -1.75550
69 H 8.02338 -0.03467 -1.37626

Force components x, y, z for each atom (eV/Å):
C 0.5365 -0.2987 0.6763
C -0.6078 -0.4200 -0.0651
Cl -0.0108 0.0538 0.0922
C -0.0787 0.3117 -0.0332
C -0.0290 0.5323 0.2142
C 0.0095 0.5950 -1.8875
O -0.4500 -1.0704 0.6864
O 0.2942 0.2782 1.2215
O -0.1026 -0.4849 0.2123
C 0.5112 0.3602 -0.0752
C 0.0341 0.3635 0.3190
C -0.2910 -0.0143 0.2350
C -0.1882 -0.2101 -0.1267
C -0.5536 -0.3121 -0.2254
N -0.0078 0.6077 0.4734
N 0.2801 -0.0672 -0.1403
C 0.0496 -0.2633 0.5909
C 0.4357 -0.4775 -0.6191
P -2.3515 -0.1365 0.0563
O 0.8131 -0.4185 0.4494
O 0.8858 0.9812 -0.2052
H -0.0345 0.1035 -0.1880
H -0.1766 0.4332 -0.1991
H 0.0218 -0.1356 -0.3296
H 0.0445 0.1472 0.2830
H -0.0405 -0.1590 -0.1734
H 0.2868 0.1096 0.0965
H -0.0355 0.2355 -0.0209
H -0.1417 -0.1246 0.0093
H -0.0474 -0.0353 -0.2869
H -0.0444 -0.2111 -0.0028
H 0.0665 -0.1698 0.1747
H 0.1652 0.3226 0.1016
H 0.1172 -0.0243 0.1229
H 0.1090 0.0463 0.1002
H 0.0511 0.2016 -0.0854
H -0.3167 -0.4128 -0.1189
H 0.2481 -0.1270 -0.1820
H -0.0461 -0.1268 -0.0566
H -0.0564 0.3206 -0.0461
H 0.0811 -0.2096 -0.0994
H -0.0289 0.0842 -0.3182
H 0.2309 0.0302 0.1021
H 0.0144 0.2922 -0.4146
H 0.0800 -0.4796 0.0574
F -0.1437 -0.1471 -0.2057
C -0.0916 0.1637 -0.1030
C -0.1050 -0.0979 0.1552
C 0.1034 0.0177 -0.0790
C -0.0438 0.0576 -0.0362
C -0.1093 -0.0312 0.0806
C 0.2084 -0.0183 -0.0964
H 0.0352 -0.0073 0.0093
H -0.0105 -0.0195 0.0114
H 0.0033 0.0033 -0.0012
H 0.0286 0.0055 0.0078
H 0.0010 -0.0250 0.0429
F 0.4122 0.0844 -0.1696
C 0.2154 0.1346 -0.0214
C -0.1527 0.0064 0.2257
C 0.0205 -0.0418 -0.1298
C 0.0540 0.0337 -0.0033
C 0.0028 0.0571 0.1254
C -0.1050 -0.1684 -0.1939
H 0.0003 -0.0246 -0.0072
H -0.0217 0.0088 0.0171
H 0.0025 0.0010 -0.0048
H -0.0049 -0.0238 -0.0125
H -0.0263 0.0098 0.0138

# HN2O3P

A 2-piece molecular cluster, HN2O3P overall in a non-equilibrium geometry (ωB97M-V/def2-TZVPD, the OMol25 dataset).

- Charge: 0
- E_LUMO (spin up / spin down): -0.84 / -2.11 eV
- Strongest force on any atom: 3.9 eV/Å
- Energy relative to the best compared isomer or geometry (same formula, charge and spin): 2.237 eV

Geometry (Å):
1 N -1.05807 0.92581 -1.82810
2 N 0.59135 -0.93045 1.86509
3 O -2.12943 0.80040 -2.40043
4 O -0.41273 -1.60786 1.94276
5 O 1.67971 -0.93960 2.40319
6 P 0.13748 0.37275 -1.06257
7 H 1.19169 1.37895 -0.91994

Force components x, y, z for each atom (eV/Å):
N -2.6283 1.5988 -2.3612
N -0.0369 -1.0724 0.8851
O 1.2865 0.1791 0.9431
O 2.1716 1.2159 0.0790
O -2.1520 -0.1885 -0.9033
P 2.3994 -2.0984 1.8768
H -1.0404 0.3654 -0.5194

# C6H11NO

C6H11NO as an isolated structure in a non-equilibrium geometry (ωB97M-V/def2-TZVPD, the OMol25 dataset).

- Charge: 0
- E_LUMO: 0.79 eV
- Strongest force on any atom: 6.6 eV/Å
- Energy relative to the best compared isomer or geometry (same formula, charge and spin): 8.660 eV

Geometry (Å):
1 C -0.49925 0.07562 1.86612
2 C -0.54944 -0.62902 0.59643
3 C -1.38383 0.16106 -0.50661
4 C 0.91037 1.19764 -0.12740
5 C 0.63037 -0.25259 -0.14336
6 C 0.69863 -1.65230 0.43088
7 H 0.54177 0.95804 2.06511
8 H -1.41732 0.79514 1.87978
9 H -0.58964 -0.64716 3.01700
10 H -1.23504 -0.55086 -1.35846
11 H -2.44571 0.58405 -0.26581
12 H -0.71711 2.45702 -0.70189
13 H 1.63241 1.42310 -1.02944
14 H 1.11710 1.81089 0.77544
15 H 0.59192 0.06590 -2.24486
16 H 1.16225 -1.69040 1.36234
17 H 0.65419 -2.58276 -0.02726
18 N -0.56399 1.37917 -0.60422
19 O 0.72648 -0.70994 -1.49235

Force components x, y, z for each atom (eV/Å):
C -0.2582 2.5929 6.0606
C -0.6502 -0.0333 -1.0994
C -1.9168 0.1778 0.9188
C -0.6924 0.9690 -2.7319
C 5.1787 -3.6553 -1.6778
C -1.6024 3.2938 2.3138
H -3.1784 -3.3287 -0.1933
H 1.6629 -1.2152 0.4411
H 0.3527 2.1693 -3.8688
H -1.2765 1.2106 0.2231
H 1.5876 -1.5974 -0.4457
H -1.0036 -3.3112 0.1031
H -1.1453 -0.0920 2.0448
H 0.1168 -0.6866 -0.8829
H 0.1531 -2.5513 3.1481
H 0.4050 -0.2994 1.7464
H 0.0721 -0.9278 -1.6802
N 2.4419 4.3577 -0.1263
O -0.2469 2.9272 -4.2935

# C42H67AsCsF6N3O12S3

C42H67AsCsF6N3O12S3 as an isolated structure in a non-equilibrium geometry (ωB97M-V/def2-TZVPD, the OMol25 dataset).

- Charge: 0
- E_LUMO: -0.59 eV
- Strongest force on any atom: 3.1 eV/Å

Geometry (Å):
1 Cs -2.60625 4.89568 -1.07601
2 As -1.30620 1.11503 -0.15270
3 F -0.78601 2.83398 -0.03705
4 F -2.22537 1.38782 1.34372
5 F -1.95359 -0.51442 -0.21211
6 F -0.38354 0.95569 -1.61485
7 F 0.03636 0.66400 0.84359
8 F -2.73782 1.57971 -1.08477
9 C 0.36407 -3.64641 0.80110
10 C 0.46234 -4.84358 1.45673
11 C -0.48765 -5.84842 1.38628
12 C -1.57869 -5.54586 0.58302
13 C -1.78125 -4.28260 0.02311
14 C -0.76693 -3.34023 0.04143
15 N -2.58058 -6.59428 0.30463
16 O -3.66014 -6.22425 -0.10873
17 O -2.26518 -7.73533 0.53000
18 H 1.18324 -2.94085 0.87329
19 H 1.27043 -5.02756 2.15872
20 H -0.43081 -6.72538 2.01049
21 H -2.63656 -4.17978 -0.63009
22 H -0.92150 -2.43422 -0.52118
23 C -0.78642 2.89576 3.84791
24 C -0.36428 3.98305 4.57431
25 C 0.56814 3.86863 5.58428
26 C 1.10139 2.62606 5.90291
27 C 0.71256 1.50533 5.12933
28 C -0.15896 1.65711 4.07233
29 N 2.07040 2.41587 6.96611
30 O 2.47106 1.28972 7.21860
31 O 2.40629 3.42239 7.59180
32 H -1.54607 2.88383 3.08212
33 H -0.85166 4.91521 4.31249
34 H 0.91836 4.77048 6.06821
35 H 1.36018 0.63923 5.20576
36 H -0.38535 0.82474 3.41882
37 C 0.56175 -2.37898 -3.80418
38 C -0.64795 -1.69664 -3.69127
39 C -1.21725 -1.29696 -4.89911
40 C -0.74286 -1.73011 -6.11825
41 C 0.38793 -2.51631 -6.24139
42 C 1.04748 -2.79309 -5.04716
43 N -1.46146 -1.34524 -7.36434
44 O -2.35105 -0.52874 -7.22798
45 O -1.10619 -1.81816 -8.41351
46 H 1.13365 -2.70074 -2.94293
47 H -1.14417 -1.33991 -2.80067
48 H -2.15542 -0.75920 -4.87275
49 H 0.78390 -2.80437 -7.20271
50 H 1.83109 -3.54059 -5.02443
51 C 2.87264 -0.03384 -2.59925
52 C 4.19420 0.29552 -3.28326
53 C 5.17220 -0.88437 -3.38298
54 C 4.61174 -2.18347 -3.94974
55 C 5.69272 -3.18818 -4.35808
56 C 6.81077 -3.32719 -3.34923
57 H 2.16439 -0.26340 -3.39181
58 H 2.50370 0.86887 -2.10860
59 H 2.99850 -0.85065 -1.89135
60 H 3.98598 0.78973 -4.24222
61 H 4.86860 1.10200 -2.95837
62 H 5.61473 -0.99957 -2.39246
63 H 5.98713 -0.60714 -4.06193
64 H 3.94712 -2.66893 -3.22308
65 H 3.95339 -2.02208 -4.80999
66 H 5.27545 -4.17977 -4.55180
67 H 6.10621 -2.91710 -5.33550
68 H 6.54472 -3.26009 -2.29201
69 H 7.27667 -4.31064 -3.47406
70 H 7.65534 -2.64062 -3.45255
71 C -0.06781 -3.05933 5.38556
72 C -0.86288 -2.10606 4.43640
73 C -2.16637 -2.72943 3.99335
74 C -3.02293 -1.80809 3.12500
75 C -4.50096 -2.22610 2.86594
76 C -4.66391 -3.51444 2.04896
77 H 0.55213 -3.82388 4.91245
78 H -0.77542 -3.55487 6.04649
79 H 0.66754 -2.41193 5.86760
80 H -0.98409 -1.17030 4.98293
81 H -0.22433 -1.89321 3.57347
82 H -2.78548 -3.02781 4.84981
83 H -1.98111 -3.67954 3.48016
84 H -3.07567 -0.81362 3.58054
85 H -2.56326 -1.68983 2.13869
86 H -4.95026 -2.22593 3.85982
87 H -4.89200 -1.42720 2.23333
88 H -5.60224 -3.40808 1.49870
89 H -3.92713 -3.64745 1.25695
90 H -4.69291 -4.42594 2.64425
91 C -7.17364 2.91501 3.30131
92 C -6.34539 1.66828 2.98239
93 C -4.86735 2.02792 3.15205
94 S -4.72201 3.63822 2.40245
95 O -4.78922 3.50317 0.93988
96 O -3.65347 4.43575 2.98438
97 C -6.36436 4.19064 2.99881
98 H -7.42010 2.78894 4.35749
99 H -8.14884 3.03331 2.82711
100 H -6.48915 1.26960 1.97709
101 H -6.53337 0.84129 3.66611
102 H -4.21249 1.40324 2.53598
103 H -4.47954 1.92422 4.16403
104 H -6.62885 4.99573 2.31725
105 H -6.16648 4.66131 3.96432
106 C 0.62492 2.22926 -6.11944
107 C 1.87682 2.28362 -5.21816
108 C 1.85497 3.64452 -4.52728
109 S 0.12691 4.26356 -4.59510
110 O -0.01263 5.20892 -5.68999
111 O -0.26904 4.61807 -3.24646
112 C -0.47552 2.61626 -5.12710
113 H 0.54962 1.24286 -6.57522
114 H 0.73152 2.94812 -6.93259
115 H 2.79042 2.17407 -5.80599
116 H 1.85866 1.41093 -4.57122
117 H 2.62009 4.35142 -4.83784
118 H 2.02140 3.52633 -3.45289
119 H -1.46865 2.63690 -5.57696
120 H -0.50473 1.87631 -4.32549
121 C 3.41257 1.97608 0.54000
122 C 3.73374 1.58512 1.99367
123 C 3.96763 2.79884 2.84349
124 S 3.39989 4.28195 1.91228
125 O 4.51618 5.02853 1.37277
126 O 2.39358 4.94564 2.70841
127 C 2.61670 3.29439 0.64945
128 H 2.76527 1.27164 0.02424
129 H 4.32305 2.14263 -0.03510
130 H 4.66050 0.98760 1.99403
131 H 3.14285 0.74496 2.36978
132 H 4.93329 2.91291 3.33314
133 H 3.30848 2.74989 3.71833
134 H 2.52424 3.81293 -0.30360
135 H 1.61102 3.06595 0.99519

Force components x, y, z for each atom (eV/Å):
Cs 0.0885 -0.3670 0.1149
As -1.3150 0.5568 0.9573
F -0.3226 -0.8301 -0.2931
F 0.2813 -0.0617 -0.7070
F 0.7691 0.5058 -0.1186
F -0.1777 -0.1675 0.3427
F 0.0107 -0.1621 -0.4888
F 0.8024 0.4083 0.2096
C -0.0377 0.9775 -0.7360
C 0.5111 -0.8901 1.4339
C -0.6423 0.8701 -0.4492
C -0.0686 0.1615 0.2324
C 0.3373 -1.0777 -1.0611
C -0.1611 -0.6260 0.5345
N -0.0938 0.9056 0.4249
O -0.2035 -0.1946 -0.1934
O 0.0940 -0.5935 0.0348
H -0.0679 0.0611 0.0221
H 0.2112 0.2067 -0.2797
H 0.0595 -0.2593 -0.3450
H -0.1226 0.2309 0.1832
H 0.2997 0.2002 0.2221
C 0.6401 -1.6881 0.0625
C -1.0864 0.2772 -0.5382
C 0.7648 0.3443 0.6303
C -1.2270 -0.9191 -1.5415
C 1.6124 0.6775 -0.0700
C -0.5011 0.2889 0.2353
N 0.3908 0.9864 1.0652
O -0.2506 0.4727 -0.4070
O -0.0949 -0.8018 -0.4600
H 0.0042 0.6344 -0.0895
H 0.3731 0.2458 0.3511
H -0.0269 -0.1650 0.2534
H -0.5458 -0.3370 0.3271
H 0.0019 -0.0475 0.0566
C -0.2261 -0.5012 0.2027
C 0.6766 0.6844 -1.3540
C -1.2107 -0.2787 0.3622
C 0.3691 -0.1120 -0.6300
C 0.3162 0.5161 0.7385
C -0.3999 -0.7688 0.1570
N -0.0073 0.5653 0.9644
O -0.2244 0.0530 -0.2270
O 0.1716 -0.3054 -0.3038
H -0.1739 0.0902 0.1756
H 0.3867 -0.2618 0.3442
H 0.0760 0.1593 -0.1242
H -0.1901 -0.2155 -0.0184
H 0.4087 0.4215 -0.2197
C 0.6723 1.1477 -0.1300
C 1.2220 0.4343 -1.0067
C -0.2310 0.2300 -1.0441
C -0.4788 -0.6591 0.2315
C -0.0615 0.1856 -0.2105
C 1.2236 -0.6976 0.3651
H -0.1888 -0.4864 0.2923
H -0.2317 -0.2525 0.2232
H -0.2868 0.0194 0.0865
H -0.1856 -0.8930 -0.4261
H -0.6892 0.0357 1.3609
H -0.0024 -0.3629 -0.0092
H 0.0979 0.2206 0.1924
H 0.1174 0.0477 0.1571
H 0.1368 0.3888 -0.0364
H -0.3144 0.0890 0.2244
H 0.1168 0.2492 0.1213
H -0.4963 -0.0483 -0.1220
H -0.0394 0.0180 0.0830
H -0.3070 0.3006 -0.2791
C 0.1100 0.9057 -0.6917
C 0.9165 -1.1697 0.3429
C -0.9893 0.0252 -0.1851
C -0.3733 -0.1194 -0.5872
C 1.8293 0.0606 -0.2202
C -0.6650 0.2425 0.0492
H -0.3985 -0.0738 -0.4344
H 0.2848 0.1326 0.4513
H -0.1927 -0.2980 0.6982
H -0.3778 0.0689 -0.1185
H -0.1497 0.1515 -0.1221
H 0.2193 0.1477 0.2617
H 0.1561 0.0822 -0.1891
H 0.2534 0.0427 0.0511
H 0.2058 0.1561 0.0743
H -0.6518 -0.2451 -0.2454
H -0.3440 0.1867 0.3668
H -0.1601 -0.4455 0.1695
H 0.2961 0.2341 0.2802
H 0.0060 -0.0017 0.0207
C -0.7665 0.3378 -0.2154
C 0.5430 -0.5516 -0.4779
C 0.5759 -0.7961 -1.0360
S -0.3863 0.3789 0.3337
O 0.1340 0.1885 1.2043
O -0.4719 -0.3392 -0.5613
C 1.4771 0.0278 1.0543
H 0.2087 0.7841 0.1097
H 0.1067 -0.6778 -0.3432
H -0.1182 0.2399 -0.0392
H -0.3601 0.0996 0.0073
H -0.1274 -0.0884 -0.0005
H -0.1412 0.7387 0.1278
H -0.8020 -0.4544 -0.2176
H 0.2989 0.2242 -0.1795
C 0.7394 -0.0298 0.4306
C 0.2945 0.1061 -1.3474
C -0.0817 -0.3090 1.5041
S 1.2752 -0.8503 -0.7770
O -0.2903 -0.5611 0.8824
O -0.5541 0.1197 -0.2017
C -0.4557 -0.0601 -0.9584
H -0.4507 -0.0515 0.2063
H -0.2541 0.0888 0.0371
H -0.0450 0.1054 -0.0701
H -0.1467 0.3341 0.4715
H -0.4096 0.1978 -0.5326
H -0.0691 0.0121 0.0043
H 0.0087 0.4975 0.0540
H 0.1358 0.3985 0.4032
C -0.5731 0.9986 0.4015
C 2.0108 -2.1453 -0.9415
C -1.1708 0.5280 1.5249
S 0.2289 -0.7416 0.4644
O -0.3640 -0.3303 0.1321
O 0.2360 0.1802 -0.2619
C -0.1341 -0.5342 -0.5855
H 0.2020 -0.2557 0.0931
H 0.0181 -0.0755 -0.0249
H 0.2727 0.4931 -0.3539
H -1.1118 0.9727 0.3167
H 0.3569 0.1689 -0.7938
H -0.2548 0.3118 -0.2248
H 0.1946 0.2974 0.1416
H -0.1069 0.1013 0.2094

# CH3BrO2

CH3BrO2 as an isolated structure in a non-equilibrium geometry (ωB97M-V/def2-TZVPD, the OMol25 dataset).

- Charge: 0
- E_LUMO: 0.80 eV
- Strongest force on any atom: 4.6 eV/Å
- Energy relative to the best compared isomer or geometry (same formula, charge and spin): 4.650 eV

Geometry (Å):
1 C -0.70556 0.58662 -0.26741
2 O 0.91530 0.28681 1.92449
3 O -0.18341 -0.26120 1.28177
4 Br -1.87377 -0.57912 -0.87550
5 H -1.24452 1.54463 -0.15015
6 H 0.27706 0.66236 -0.64248
7 H 0.51105 0.65904 2.74017

Force components x, y, z for each atom (eV/Å):
C 1.5545 1.2524 4.1876
O 0.1014 0.8179 0.6597
O -1.9481 0.9090 -2.6858
Br -1.6445 -2.3004 -1.2873
H 0.8361 -0.4193 0.6784
H 0.7374 -0.1018 -0.8670
H 0.3633 -0.1579 -0.6857